18
Properties=species:S:1:pos:R:3 method="wB97M-V/def2-TZVPD" smiles=CCC[C@@H](C)C#N e_homo_ha=-0.3806 homo_lumo_gap_ev=11.3 e_tot_ev=-7888.9105 lumo_ev=0.933 molar_mass_da=97.16
C 1.1924 0.7297 -2.2787
C 0.0668 0.2170 -1.3528
C -0.0997 0.7767 0.0727
C -0.0175 -0.4093 1.4175
C -1.3084 -0.4535 2.2716
C 0.2738 -1.6192 0.6904
N 0.5044 -2.2685 -0.2441
H 1.6161 -0.1238 -2.8263
H 0.8586 1.4501 -3.0345
H 2.0179 1.1917 -1.7257
H -0.8866 0.1642 -1.8945
H 0.3036 -0.8586 -1.1809
H 0.6745 1.5200 0.2992
H -1.0929 1.1954 0.2452
H 0.8408 -0.1795 2.0708
H -1.4341 0.5162 2.7620
H -2.1803 -0.6352 1.6373
H -1.3297 -1.2133 3.0708

41
Properties=species:S:1:pos:R:3 method="wB97M-V/def2-TZVPD" smiles="CCOC(=O)[C@@H](c1ccc(C#N)cc1)[C@@H]1C(C#N)=CC(=[N+]([O-])[O-])c2no[n+]([O-])c21" e_homo_ha=-0.1701 total_charge=-1 homo_lumo_gap_ev=7.0 e_tot_ev=-38589.4672 lumo_ev=2.378 molar_mass_da=394.32
N 2.4469 -1.7992 1.8612
C 1.4150 -1.2446 1.8567
C 0.1618 -0.5793 1.9722
C -0.1045 0.4169 0.8996
C -1.3297 1.2134 1.2735
N -1.5628 2.4949 0.8461
O -0.9948 3.2952 0.1284
O -2.6541 2.9545 1.7095
N -3.0547 2.0040 2.6004
C -2.2306 0.9282 2.3157
C -1.9675 -0.1975 3.1948
N -2.6999 -0.4485 4.4318
O -3.8570 -0.0249 4.6060
O -2.0865 -1.0982 5.3218
C -0.7029 -0.8063 3.0476
H 0.7751 1.1629 0.6648
H -0.4255 -1.5597 3.7880
C -1.8393 3.4677 -2.9715
C -0.4661 2.8850 -2.7568
O -0.7484 1.7148 -1.9145
C 0.3685 1.0341 -1.6311
C 0.1169 -0.1184 -0.6404
C 1.0082 -1.2964 -0.8969
C 2.2995 -1.0999 -1.4190
C 3.1951 -2.1726 -1.4985
C 2.8102 -3.4556 -1.1101
C 3.7928 -4.5350 -1.1694
N 4.6431 -5.3503 -1.1864
C 1.4931 -3.6648 -0.6588
C 0.5947 -2.5980 -0.5192
O 1.4126 1.3857 -2.1913
H -1.7874 4.4642 -3.4348
H -2.4216 2.8535 -3.6793
H -2.3897 3.5751 -2.0231
H -0.0487 2.5314 -3.7214
H 0.2181 3.6234 -2.2763
H -0.9616 -0.4103 -0.6662
H 2.6391 -0.0915 -1.6990
H 4.1927 -2.0150 -1.9135
H 1.1644 -4.6881 -0.4670
H -0.4143 -2.7511 -0.0734

57
Properties=species:S:1:pos:R:3 method="wB97M-V/def2-TZVPD" e_homo_ha="-0.6760 / -0.6760" total_charge=+3 homo_lumo_gap_ev="6.4 / 6.4" e_tot_ev=-93880.2208 lumo_ev="-12.019 / -12.020" molar_mass_da=572.98
Ti -0.3298 -0.1594 0.4823
Cl 1.8781 1.4168 0.0225
C 0.8258 2.8409 -0.1382
Cl -0.8646 2.3351 0.3110
H 0.8022 3.1631 -1.1751
H 1.1370 3.6127 0.5595
C 1.0550 -0.1468 6.5852
C 0.6569 -0.1018 5.1542
C -0.3641 0.7582 4.7094
C -0.7017 0.8069 3.3865
N -0.0732 0.0376 2.4568
C 0.9158 -0.8014 2.8757
C 1.2944 -0.8930 4.1889
H 0.1970 0.0017 7.2392
H 1.7519 0.6762 6.7777
H 1.5603 -1.0760 6.8374
H -0.8922 1.3899 5.4115
H -1.4890 1.4620 3.0331
H 1.4127 -1.4170 2.1231
H 2.0860 -1.5764 4.4646
C -6.6018 1.3388 -0.7372
Si -5.7508 0.3085 0.5270
C -5.7296 1.0343 2.2321
C -6.3077 -1.4613 0.5415
C -3.8758 0.3068 -0.0204
Te -2.7917 -1.1765 1.0554
C -2.9475 -2.7900 -0.3227
Si -2.5056 -4.5043 0.4564
C -0.6771 -4.4221 0.8008
C -3.4603 -4.6261 2.0391
C -3.0023 -5.7535 -0.7986
H -7.6619 1.4154 -0.4861
H -6.5338 0.8866 -1.7279
H -6.2067 2.3538 -0.7890
H -6.7221 0.9691 2.6817
H -5.4497 2.0892 2.2244
H -5.0533 0.4968 2.9053
H -7.3085 -1.5046 0.9781
H -5.6938 -2.1332 1.1539
H -6.3784 -1.8800 -0.4643
H -3.4611 1.2925 0.2037
H -3.7145 0.0701 -1.0736
H -2.3464 -2.5199 -1.1926
H -4.0010 -2.7395 -0.6137
H -0.3327 -5.3455 1.2696
H -0.0789 -4.2763 -0.1005
H -0.4470 -3.6160 1.5127
H -3.1712 -3.8901 2.7951
H -3.2850 -5.6088 2.4832
H -4.5369 -4.5438 1.8736
H -2.5182 -5.6030 -1.7642
H -4.0833 -5.7250 -0.9497
H -2.7473 -6.7580 -0.4565
O 0.6456 -1.4496 -0.4948
C 0.1177 -0.9951 -1.6053
O -0.7647 -0.1099 -1.4598
H 0.4545 -1.3622 -2.5786

13
Properties=species:S:1:pos:R:3 method="wB97M-V/def2-TZVPD" e_homo_ha="-0.2180 / -0.2180" homo_lumo_gap_ev="4.5 / 4.5" e_tot_ev=-8732.9640 lumo_ev="-1.425 / -1.422" molar_mass_da=95.10
C 0.5218 -0.0939 -1.1738
O 0.4283 0.7040 -2.2653
H 0.5752 -1.1458 -1.4602
H 0.1611 1.6007 -2.0314
C -1.7481 -1.2505 1.0369
C -0.4222 -0.7258 1.1663
C 0.0557 0.2762 0.1578
O 1.4733 0.2631 -0.1552
Be 2.2349 1.5877 0.0682
H -2.4718 -0.4169 1.1088
H 0.0547 -1.7336 1.0035
H -0.5206 -0.3548 2.2594
H -0.3423 1.2896 0.2850

49
Properties=species:S:1:pos:R:3 method="wB97M-V/def2-TZVPD" e_homo_ha=-0.5112 total_charge=+2 homo_lumo_gap_ev=3.8 e_tot_ev=-50971.4438 lumo_ev=-10.073 molar_mass_da=623.96
Pt 0.1862 -1.2680 0.3561
C -1.9989 0.9224 -4.2550
C -0.6128 1.1404 -4.3936
C 0.2186 0.8786 -3.3489
C -0.3374 0.3859 -2.1099
C -1.7390 0.0721 -2.0336
C -2.5514 0.3783 -3.0875
N 0.4017 0.1860 -1.0198
C 1.6527 0.7989 -0.8675
C 1.9607 2.0771 -1.3465
C 3.2304 2.5874 -1.1365
C 4.1917 1.8461 -0.4559
C 3.8901 0.5932 0.0750
C 2.6239 0.0955 -0.1125
N 2.1175 -1.0995 0.4571
N 2.8005 -1.8524 1.1861
C 2.0052 -2.8288 1.8014
C 2.5753 -3.7895 2.6011
C 1.7415 -4.7439 3.1837
C 0.3840 -4.7008 2.9360
C -0.1383 -3.6971 2.1185
N 0.6549 -2.7780 1.5851
H -2.6508 1.1446 -5.0914
H -0.2128 1.4890 -5.3354
H 1.2891 0.9694 -3.4609
H -2.1275 -0.3755 -1.1288
H -3.6133 0.1852 -3.0292
H 1.1945 2.6784 -1.8164
H 3.4700 3.5801 -1.4913
H 5.1798 2.2602 -0.3079
H 4.6185 0.0242 0.6366
H 3.6449 -3.7789 2.7564
H 2.1572 -5.5110 3.8223
H -0.2875 -5.4276 3.3700
H -1.1944 -3.6125 1.8925
Cl -2.2987 5.1023 1.1816
C -2.3730 3.3767 1.1896
C -3.5388 2.7341 0.8021
C -3.6040 1.3501 0.8444
C -2.4983 0.5996 1.2335
C -1.3469 1.2627 1.6462
C -1.2756 2.6485 1.6206
C -2.6420 -0.8961 1.2311
O -3.5888 -1.4433 1.7144
O -1.7481 -1.6014 0.5080
H -4.3937 3.3170 0.4887
H -4.5208 0.8413 0.5754
H -0.5086 0.7109 2.0599
H -0.3879 3.1683 1.9550

21
Properties=species:S:1:pos:R:3 method="wB97M-V/def2-TZVPD" smiles="C[C@@H](N)CC=O.O.O" e_homo_ha=-0.3700 homo_lumo_gap_ev=10.7 e_tot_ev=-11991.1405 lumo_ev=0.675 molar_mass_da=123.15
C -0.6690 -1.9998 0.1631
C -0.6347 -0.4888 0.0928
C -1.6583 0.1623 1.0657
C -1.0828 1.4004 1.6758
O -0.8826 1.5202 2.8589
N -0.8409 0.0374 -1.2831
H -1.6462 -2.4363 -0.0583
H -0.3645 -2.3213 1.1532
H 0.0331 -2.4209 -0.5581
H 0.3376 -0.1271 0.4119
H -1.8781 -0.5564 1.8434
H -2.6022 0.3682 0.5560
H -0.7898 2.2409 1.0174
H -0.6500 -0.7025 -1.9494
H -1.8332 0.1929 -1.4297
H 4.0193 0.3398 0.3097
H 3.1466 0.3951 -0.9202
O 3.8707 -0.1229 -0.5201
H 0.7318 1.4074 -1.0124
H 1.7202 1.6256 -2.1849
O 1.6730 1.4857 -1.2316

20
Properties=species:S:1:pos:R:3 method="wB97M-V/def2-TZVPD" e_homo_ha="-0.1951 / -0.3028" homo_lumo_gap_ev="6.2 / 6.7" spin_multiplicity=3 e_tot_ev=-13011.1386 lumo_ev="0.849 / -1.579" molar_mass_da=147.18
C 0.6089 2.2766 -0.1123
C 1.3316 1.3801 -0.9236
C -0.2256 1.5855 0.7365
C 0.8923 -1.9365 0.4606
C 0.0370 -1.1431 1.0671
C 1.0808 0.1012 -0.5941
C -1.6163 0.0266 -0.5165
C 1.6469 -1.2928 -0.7048
C -0.0483 0.1380 0.3646
N -2.6026 -0.3401 0.3419
O -1.6446 0.4215 -1.6419
H 0.8064 3.3088 -0.1134
H 2.1447 1.6244 -1.6864
H -0.8053 2.0285 1.5540
H 1.0655 -3.0307 0.7178
H -0.5833 -1.5002 1.9203
H 2.7216 -1.4871 -0.8552
H 1.2112 -1.8077 -1.4856
H -2.4644 -0.4942 1.3442
H -3.5564 0.1411 0.1268

12
Properties=species:S:1:pos:R:3 method="wB97M-V/def2-TZVPD" e_homo_ha="-0.5296 / -0.5380" total_charge=+1 homo_lumo_gap_ev="7.5 / 8.0" e_tot_ev=-6297.7937 lumo_ev="-6.922 / -6.650" molar_mass_da=71.10
C 0.2483 -1.8695 0.3209
C 0.9095 1.3108 -1.2954
C 0.1118 -0.3970 0.0641
C -0.9036 0.3794 0.8199
O 0.8726 0.1244 -0.8644
H 0.8282 -2.5337 -0.2204
H -0.4537 -2.3769 0.8726
H 1.7022 1.5860 -1.9198
H 0.3378 2.1434 -1.0094
H -1.8819 0.5733 0.2728
H -1.2490 -0.3180 1.6594
H -0.5221 1.3778 1.2998